# 1
C33H59N2O2P2Pt | wB97M-V/def2-TZVPD

```
! RIJCOSX wB97M-V def2-TZVPD def2/J DEFGRID3
* xyz 1 3
C 2.61 -1.45 -1.65
C 1.92 0.73 -2.37
C 3.32 -1.64 -2.83
C 2.55 0.49 -3.62
C 3.26 -0.67 -3.84
H 3.90 -2.56 -2.93
H 2.50 1.30 -4.35
H 3.78 -0.83 -4.78
N 1.96 -0.30 -1.44
P 1.07 -2.33 0.49
P 0.90 2.28 -0.30
C 2.60 -2.48 -0.52
H 2.71 -3.49 -0.94
H 3.45 -2.30 0.15
C 1.34 1.95 -2.00
H 1.27 2.70 -2.79
C -0.86 3.00 -0.19
C 2.17 3.60 0.17
C -0.12 -3.49 -0.48
C 1.46 -3.17 2.13
C -1.79 1.89 0.32
H -1.51 1.55 1.32
H -2.82 2.29 0.38
H -1.81 1.03 -0.36
C -0.97 4.18 0.79
H -0.69 3.90 1.81
H -0.39 5.05 0.46
H -2.03 4.50 0.81
C -1.32 3.48 -1.57
H -2.34 3.89 -1.45
H -0.70 4.29 -1.97
H -1.36 2.66 -2.29
C 2.01 4.13 1.61
H 1.90 3.32 2.35
H 2.92 4.70 1.85
H 1.16 4.81 1.73
C 3.57 3.00 0.03
H 3.69 2.10 0.65
H 3.79 2.75 -1.01
H 4.29 3.75 0.38
C 2.06 4.77 -0.83
H 2.58 4.53 -1.76
H 1.03 5.07 -1.08
H 2.55 5.65 -0.38
C 0.17 -3.64 2.83
H 0.42 -4.00 3.83
H -0.55 -2.81 2.94
H -0.32 -4.47 2.31
C 2.16 -2.17 3.06
H 3.06 -1.74 2.59
H 1.49 -1.35 3.34
H 2.46 -2.69 3.98
C 2.42 -4.36 1.97
H 3.37 -4.05 1.52
H 2.63 -4.75 2.98
H 2.00 -5.19 1.39
C -0.11 -3.13 -1.97
H 0.87 -3.32 -2.44
H -0.85 -3.77 -2.48
H -0.41 -2.09 -2.15
C -1.55 -3.34 0.06
H -1.93 -2.32 -0.04
H -2.21 -3.99 -0.54
H -1.64 -3.66 1.10
C 0.28 -4.98 -0.36
H 1.31 -5.17 -0.71
H 0.14 -5.39 0.64
H -0.39 -5.55 -1.02
Pt 1.12 0.07 0.42
C 1.03 0.71 2.14
O 1.11 1.16 3.22
N -2.97 -1.06 -1.53
C -2.82 -0.76 -2.65
C -2.86 -0.35 -4.10
C -1.81 0.73 -4.34
C -2.57 -1.58 -4.96
C -4.27 0.18 -4.33
H -2.12 1.68 -3.88
H -0.83 0.44 -3.92
H -1.66 0.93 -5.42
H -3.25 -2.39 -4.70
H -2.69 -1.34 -6.02
H -1.53 -1.91 -4.81
H -4.40 0.59 -5.34
H -4.98 -0.64 -4.19
H -4.50 0.97 -3.60
C -2.83 1.48 5.72
C -2.33 0.01 5.66
C -1.37 -0.02 4.48
O -1.53 1.18 3.70
C -2.33 2.12 4.42
H -3.92 1.52 5.78
H -2.41 1.99 6.59
H -3.16 -0.68 5.48
H -1.82 -0.28 6.59
H -0.32 -0.06 4.83
H -1.52 -0.88 3.81
H -3.16 2.44 3.77
H -1.71 3.00 4.63
*
```

Results
* LUMO energy (spin up / spin down): -0.085 / -0.171 Eh
* energy relative to the best compared isomer or geometry (same formula, charge and spin): 0.0 kcal/mol
* max |F|: 4.3 eV/A
* HOMO level (spin up / spin down): -7.8561 / -11.4013 eV

# 2
C33H59N9O11 | wB97M-V/def2-TZVPD

```
! RIJCOSX wB97M-V def2-TZVPD def2/J DEFGRID3
* xyz -1 2
C -4.12 -6.84 3.00
O -5.11 -7.08 2.28
N -3.66 -5.60 3.15
C -4.21 -4.45 2.49
C -2.38 -5.42 3.81
H -3.58 -7.62 3.56
H -3.92 -4.43 1.44
H -3.85 -3.51 2.92
H -5.29 -4.58 2.52
H -1.72 -4.99 3.05
H -2.48 -4.57 4.50
H -1.81 -6.24 4.24
C 1.00 4.26 -1.53
O 2.05 4.83 -1.59
N 0.15 4.16 -2.56
C -1.05 3.34 -2.48
C 0.37 4.78 -3.83
H 0.68 3.67 -0.66
H -0.91 2.38 -2.98
H -1.88 3.81 -3.00
H -1.40 3.21 -1.45
H 0.59 4.09 -4.64
H -0.54 5.33 -4.04
H 1.08 5.60 -3.82
C -2.53 -3.54 -4.42
O -3.42 -2.93 -5.06
N -1.33 -3.92 -4.85
C -0.67 -3.54 -6.10
C -0.48 -4.68 -3.93
H -2.75 -3.78 -3.37
H -1.39 -3.59 -6.92
H 0.15 -4.22 -6.31
H -0.25 -2.54 -6.14
H 0.25 -4.01 -3.48
H -1.12 -5.02 -3.12
H -0.01 -5.61 -4.28
C 0.45 -6.83 1.92
O -0.09 -7.26 2.91
N 0.01 -6.87 0.70
C 0.74 -6.49 -0.48
C -1.29 -7.44 0.43
H 1.46 -6.38 1.89
H 1.13 -5.51 -0.21
H 0.22 -6.27 -1.41
H 1.54 -7.20 -0.68
H -2.12 -6.76 0.60
H -1.31 -7.73 -0.62
H -1.38 -8.38 0.98
C 3.69 2.99 1.08
O 2.54 2.85 1.23
N 4.35 4.16 1.26
C 5.78 4.28 0.85
C 3.67 5.39 1.66
H 4.34 2.18 0.69
H 6.29 4.81 1.65
H 5.92 4.70 -0.15
H 6.23 3.29 0.81
H 3.78 6.11 0.85
H 2.61 5.23 1.90
H 4.10 5.83 2.56
C -4.56 -0.16 2.61
O -4.91 -0.50 1.48
N -5.00 0.93 3.31
C -4.48 1.39 4.63
C -6.14 1.83 2.80
H -3.83 -0.74 3.19
H -3.78 0.62 4.95
H -5.37 1.47 5.26
H -4.05 2.38 4.47
H -7.09 1.71 3.33
H -5.89 2.88 2.73
H -6.40 1.64 1.76
C -0.48 4.22 3.20
O -1.34 3.38 3.40
N -0.22 5.14 4.13
C 0.82 6.14 3.83
C -0.79 5.25 5.46
H 0.26 4.22 2.38
H 0.53 7.15 4.12
H 1.22 6.10 2.81
H 1.68 5.96 4.47
H -1.11 6.27 5.64
H -1.65 4.59 5.45
H 0.07 5.08 6.12
C -0.16 0.90 0.52
C 0.76 0.07 -0.14
C 0.38 -1.20 -0.52
C -0.92 -1.69 -0.17
C -1.73 -0.90 0.60
C -1.41 0.41 0.95
N -1.35 -3.05 -0.59
O -0.44 -3.80 -0.96
O -2.49 -3.39 -0.40
H 0.07 1.94 0.66
H 1.67 0.54 -0.49
H 1.02 -1.83 -1.12
H -2.71 -1.28 0.85
H -2.09 1.16 1.32
C 5.79 3.78 -5.08
C 4.85 3.78 -4.06
C 4.51 2.56 -3.43
C 5.22 1.37 -3.81
C 6.17 1.39 -4.82
C 6.50 2.59 -5.43
N 4.84 0.10 -3.06
O 4.99 -0.95 -3.66
O 4.18 0.17 -2.00
H 5.94 4.71 -5.60
H 4.15 4.60 -3.97
H 3.69 2.62 -2.73
H 6.73 0.49 -5.03
H 7.25 2.51 -6.20
*
```

Results
* LUMO energy (spin up / spin down): 0.037 / 0.037 Eh
* max |F|: 6.3 eV/A
* HOMO level (spin up / spin down): -1.3866 / -5.2205 eV

# 3
C33H60Br12O18 | wB97M-V/def2-TZVPD

```
! RIJCOSX wB97M-V def2-TZVPD def2/J DEFGRID3
* xyz 0 1
C -4.38 7.61 1.29
C -3.59 6.29 1.44
C -2.71 6.12 2.64
O -3.20 4.98 3.31
C -4.27 4.52 2.70
O -4.93 3.60 3.12
O -4.62 5.38 1.66
H -3.74 8.44 0.98
H -4.84 7.94 2.22
H -5.22 7.58 0.60
H -2.92 6.12 0.59
H -2.89 6.93 3.35
H -1.68 6.11 2.27
C -5.99 2.13 -5.98
C -5.25 1.21 -6.99
C -5.02 1.77 -8.38
O -3.65 2.13 -8.28
C -3.08 1.51 -7.24
O -1.85 1.56 -7.10
O -3.96 0.93 -6.44
H -7.05 2.22 -6.23
H -5.63 3.15 -5.81
H -6.10 1.77 -4.95
H -5.78 0.26 -7.00
H -5.58 2.70 -8.49
H -5.13 1.11 -9.24
C -0.15 -0.63 1.65
C 0.75 0.04 0.64
C -0.06 0.64 -0.52
O 0.75 1.74 -0.86
C 1.42 2.23 0.21
O 1.80 3.38 0.36
O 1.44 1.22 1.13
H -0.82 0.08 2.12
H 0.41 -1.02 2.50
H -0.66 -1.53 1.28
H 1.44 -0.70 0.24
H -1.07 0.89 -0.21
H -0.08 -0.01 -1.39
Br 0.12 -8.73 10.27
C -0.81 -7.96 8.66
C 0.13 -7.84 7.48
Br -1.09 -6.92 6.07
H -1.12 -6.94 8.86
H -1.69 -8.56 8.42
H 0.56 -8.81 7.24
H 0.93 -7.15 7.73
Br 1.23 4.66 8.52
C 2.68 4.22 7.26
C 3.77 3.50 8.04
Br 4.70 4.72 9.37
H 3.00 5.14 6.78
H 2.43 3.45 6.53
H 4.53 3.14 7.35
H 3.53 2.60 8.62
Br -6.49 -3.05 8.71
C -4.86 -2.32 9.55
C -3.83 -1.94 8.50
Br -2.05 -1.59 9.28
H -4.44 -3.16 10.11
H -5.16 -1.45 10.13
H -4.14 -1.06 7.92
H -3.73 -2.80 7.85
Br 1.50 -6.85 -0.52
C 3.21 -7.90 -0.29
C 3.59 -8.07 1.16
Br 4.88 -9.58 1.19
H 3.92 -7.44 -0.98
H 2.87 -8.84 -0.73
H 2.65 -8.29 1.67
H 4.06 -7.21 1.63
Br 8.37 6.55 -3.46
C 8.14 4.90 -2.33
C 8.46 5.27 -0.85
Br 8.31 3.65 0.33
H 8.84 4.17 -2.72
H 7.17 4.42 -2.40
H 7.76 6.00 -0.45
H 9.49 5.62 -0.80
Br 3.01 -3.35 -7.18
C 3.52 -2.74 -5.31
C 5.04 -2.91 -5.14
Br 5.51 -1.94 -3.42
H 3.05 -3.32 -4.51
H 3.16 -1.71 -5.35
H 5.57 -2.41 -5.95
H 5.36 -3.95 -5.08
C -4.58 9.06 -5.48
O -3.27 8.56 -5.48
C -2.32 9.02 -4.63
O -2.34 10.01 -3.96
O -1.30 8.12 -4.69
C -0.08 8.48 -4.00
H -4.99 9.30 -4.50
H -5.30 8.45 -6.03
H -4.64 10.07 -5.89
H 0.44 9.31 -4.47
H 0.66 7.69 -4.11
H -0.19 8.67 -2.93
C 6.98 -7.08 9.10
O 6.86 -6.53 7.74
C 6.47 -5.34 7.55
O 5.97 -4.66 8.41
O 6.59 -5.08 6.23
C 6.15 -3.84 5.75
H 5.99 -7.04 9.55
H 7.57 -6.38 9.69
H 7.37 -8.08 8.92
H 6.12 -3.93 4.66
H 6.86 -3.04 5.96
H 5.15 -3.62 6.14
C -3.79 -4.80 -7.93
O -4.87 -4.53 -8.94
C -4.84 -4.98 -10.27
O -4.01 -5.76 -10.73
O -5.85 -4.44 -10.94
C -6.01 -4.61 -12.35
H -4.12 -5.36 -7.06
H -3.29 -3.87 -7.63
H -3.00 -5.41 -8.36
H -6.28 -3.69 -12.86
H -6.76 -5.38 -12.56
H -5.09 -4.91 -12.83
*
```

Results
* LUMO energy: -0.004 Eh
* structure (SMILES): C[C@H]1COC(=O)O1.C[C@H]1COC(=O)O1.C[C@H]1COC(=O)O1.COC(=O)OC.COC(=O)OC.COC(=O)OC.BrCCBr.BrCCBr.BrCCBr.BrCCBr.BrCCBr.BrCCBr
* max |F|: 5.0 eV/A
* HOMO level: -9.9499 eV

# 4
C33H60ClN9O9S3 | wB97M-V/def2-TZVPD

```
! RIJCOSX wB97M-V def2-TZVPD def2/J DEFGRID3
* xyz 0 1
C 0.64 -3.32 -2.48
C -0.38 -2.72 -2.28
C -1.61 -2.05 -2.02
C -2.43 -2.42 -0.99
S -2.01 -3.71 0.13
C -3.68 -1.75 -0.73
C -4.12 -0.70 -1.48
C -5.43 0.00 -1.23
C -6.61 -0.94 -0.91
C -7.78 -0.75 -1.89
C -8.67 -1.99 -1.83
S -9.98 -2.11 -3.03
O -9.49 -2.85 -4.15
O -11.20 -2.50 -2.39
Cl -10.30 -0.21 -3.73
C -3.28 -0.29 -2.55
N -3.52 0.72 -3.39
S -2.28 0.77 -4.40
N -1.38 -0.44 -3.86
C -2.04 -0.95 -2.82
H 1.60 -3.76 -2.38
H -1.54 -4.60 -0.75
H -4.28 -2.10 0.09
H -5.30 0.70 -0.41
H -5.66 0.58 -2.12
H -6.30 -1.99 -0.95
H -6.97 -0.73 0.09
H -7.43 -0.60 -2.91
H -8.36 0.10 -1.55
H -9.14 -2.08 -0.85
H -8.08 -2.88 -2.05
C 3.33 -1.50 0.03
O 2.61 -2.40 -0.41
N 3.02 -0.20 -0.02
C 3.89 0.82 0.53
C 1.76 0.19 -0.65
H 4.30 -1.70 0.51
H 3.37 1.38 1.31
H 4.18 1.51 -0.26
H 4.78 0.37 0.97
H 0.92 -0.27 -0.13
H 1.74 -0.14 -1.69
H 1.67 1.27 -0.61
C 4.39 3.65 -2.77
O 3.65 3.03 -2.04
N 5.43 3.10 -3.43
C 6.29 3.88 -4.29
C 5.68 1.68 -3.26
H 4.28 4.73 -2.95
H 6.26 3.49 -5.31
H 7.33 3.84 -3.94
H 5.97 4.92 -4.30
H 4.81 1.10 -3.58
H 5.87 1.45 -2.21
H 6.54 1.39 -3.86
C -9.15 2.35 0.06
O -8.14 2.09 -0.58
N -10.25 2.91 -0.47
C -11.43 3.19 0.31
C -10.22 3.23 -1.89
H -9.24 2.11 1.13
H -12.29 2.65 -0.09
H -11.66 4.26 0.30
H -11.27 2.88 1.34
H -10.04 2.32 -2.46
H -9.42 3.94 -2.10
H -11.17 3.67 -2.18
C -8.01 -0.51 3.40
O -7.43 -0.34 2.34
N -8.16 0.44 4.34
C -8.86 0.19 5.58
C -7.58 1.75 4.11
H -8.46 -1.47 3.68
H -9.72 0.86 5.68
H -8.20 0.34 6.44
H -9.22 -0.84 5.60
H -8.00 2.20 3.21
H -6.50 1.67 3.96
H -7.79 2.39 4.96
C 4.07 -4.01 2.16
O 5.11 -3.52 2.58
N 3.74 -5.31 2.30
C 2.50 -5.82 1.74
C 4.63 -6.20 3.01
H 3.32 -3.44 1.60
H 1.87 -6.23 2.54
H 2.70 -6.61 1.02
H 1.96 -5.02 1.24
H 4.78 -5.85 4.03
H 5.61 -6.22 2.52
H 4.21 -7.20 3.02
C 7.90 0.42 1.33
O 6.92 0.54 2.04
N 8.32 -0.72 0.77
C 9.50 -0.76 -0.07
C 7.57 -1.95 1.01
H 8.55 1.29 1.08
H 9.24 -1.10 -1.08
H 10.24 -1.44 0.35
H 9.92 0.24 -0.14
H 6.54 -1.84 0.67
H 7.54 -2.18 2.07
H 8.04 -2.76 0.47
C 11.49 2.59 0.61
O 11.92 2.86 -0.49
N 11.08 3.50 1.52
C 10.56 3.12 2.82
C 11.15 4.91 1.17
H 11.39 1.56 0.98
H 9.53 3.47 2.94
H 11.17 3.54 3.61
H 10.57 2.03 2.91
H 10.55 5.11 0.28
H 12.18 5.19 0.95
H 10.78 5.51 2.00
*
```

Results
* LUMO energy: -0.011 Eh
* max |F|: 0.7 eV/A
* HOMO level: -7.9481 eV

E (Eh)
-2354.62657, -2613.03192, -33535.82021, -4118.09305